1.
{
  "formula": "C29H33DyN11O6S",
  "method": "ωB97M-V/def2-TZVPD",
  "elements": ["Dy", "C", "C", "N", "C", "C", "N", "C", "C", "N", "C", "C", "N", "C", "C", "C", "C", "C", "C", "C", "N", "H", "H", "H", "H", "H", "H", "H", "H", "H", "H", "H", "H", "H", "H", "H", "H", "H", "H", "H", "H", "H", "H", "H", "N", "C", "S", "N", "N", "C", "C", "C", "C", "C", "C", "N", "H", "H", "H", "H", "H", "H", "H", "O", "C", "O", "C", "C", "C", "C", "C", "C", "N", "O", "O", "N", "O", "O", "H", "H", "H"],
  "xyz": [[-0.4629, -0.1800, 0.9454], [-2.5337, 2.8442, 4.1009], [-2.1061, 2.0177, 2.9311], [-1.9214, 0.7483, 2.9418], [-2.0531, -0.0462, 4.1373], [-2.5745, -1.4409, 3.7520], [-1.8811, -1.9213, 2.5476], [-1.4148, -3.3074, 2.6178], [-0.3526, -3.5337, 1.5395], [-0.7745, -2.8691, 0.2998], [0.2006, -3.0476, -0.7767], [-0.1138, -2.1027, -1.9431], [-0.5092, -0.7913, -1.4673], [-0.3899, 0.2747, -2.1548], [0.4088, 0.4441, -3.4092], [-0.9959, 2.3277, -0.5732], [-1.1323, 3.7869, -0.8125], [-1.2508, 4.5840, 0.2644], [-1.4572, 4.0144, 1.5546], [-1.7787, 2.6783, 1.6528], [-1.6771, 1.8315, 0.6030], [-1.6869, 2.9804, 4.7737], [-3.3284, 2.3520, 4.6591], [-2.8902, 3.8187, 3.7866], [-2.7060, 0.3940, 4.8976], [-1.0451, -0.1415, 4.5627], [-3.6555, -1.3785, 3.5817], [-2.4062, -2.1274, 4.5868], [-2.5421, -1.8627, 1.7709], [-2.2432, -4.0168, 2.4864], [-0.9714, -3.4908, 3.5978], [-0.1833, -4.6132, 1.4045], [0.5942, -3.0711, 1.8522], [-1.6588, -3.2841, -0.0089], [0.2382, -4.0783, -1.1515], [1.1712, -2.8051, -0.3388], [0.7170, -2.1100, -2.6540], [-0.9994, -2.4798, -2.4707], [1.1560, -0.3369, -3.5169], [0.9147, 1.4060, -3.3834], [-0.2398, 0.4249, -4.2833], [-1.0418, 4.1679, -1.8159], [-1.2513, 5.6583, 0.1624], [-1.4482, 4.6570, 2.4182], [2.6093, 3.3498, 2.0723], [1.6239, 2.5014, 1.7774], [1.1803, 1.3110, 2.8988], [0.8678, 2.8331, 0.7047], [0.2746, 1.9196, 0.0395], [-1.3071, 1.4497, -1.8210], [-2.6948, 0.8586, -1.6899], [-3.6721, 1.1806, -2.6245], [-4.9213, 0.5954, -2.5236], [-5.1531, -0.2787, -1.4745], [-4.1177, -0.5379, -0.5931], [-2.9056, -0.0040, -0.6897], [3.2077, 3.1288, 2.8495], [2.9730, 3.9403, 1.3416], [-1.2959, 2.1239, -2.6806], [-3.4551, 1.8740, -3.4201], [-5.6928, 0.8132, -3.2456], [-6.1111, -0.7595, -1.3516], [-4.2731, -1.2183, 0.2333], [2.9132, 1.1115, 0.3216], [2.7298, -0.0634, 0.0237], [1.7443, -0.7846, 0.3782], [3.7598, -0.6964, -0.9028], [3.4301, -1.8077, -1.6570], [4.3158, -2.3212, -2.5924], [5.5665, -1.7581, -2.7787], [5.8883, -0.6462, -2.0113], [5.0027, -0.1030, -1.0907], [7.1842, -0.0121, -2.2146], [7.4231, 0.9738, -1.5608], [7.9185, -0.5153, -3.0290], [3.8742, -3.4432, -3.3913], [2.6890, -3.7150, -3.3304], [4.6877, -4.0205, -4.0648], [2.4769, -2.2839, -1.5309], [6.2598, -2.1522, -3.5068], [5.2758, 0.7820, -0.5328]],
  "forces_ev_per_a": [[-0.688, -1.103, 0.694], [-0.026, -0.094, 0.020], [-0.005, -0.592, 0.112], [-0.091, 0.379, -0.310], [-0.120, -0.283, 0.004], [0.010, 0.504, 0.312], [-0.006, 0.185, -0.251], [0.204, -0.253, -0.297], [-0.170, -0.055, 0.200], [-0.093, -0.115, 0.010], [0.202, 0.108, -0.298], [0.181, -0.338, 0.190], [0.518, 0.611, -0.004], [-0.031, -0.201, -0.328], [0.104, -0.348, 0.138], [-0.423, 0.637, -0.304], [-0.049, 0.109, 0.329], [-0.153, -0.172, -0.625], [-0.254, -0.642, 0.343], [0.272, 0.683, -0.426], [0.131, 0.323, 0.080], [0.071, 0.022, 0.085], [0.003, 0.010, 0.018], [-0.025, 0.036, -0.002], [0.106, -0.045, -0.023], [-0.078, -0.013, 0.060], [0.121, -0.090, 0.006], [-0.063, 0.043, -0.135], [0.171, 0.001, 0.204], [0.057, 0.028, 0.078], [-0.063, 0.022, -0.048], [0.077, 0.211, 0.022], [-0.102, -0.112, -0.069], [0.137, 0.284, 0.126], [-0.017, 0.077, 0.052], [-0.172, -0.081, -0.135], [-0.096, 0.007, 0.030], [0.105, -0.039, -0.043], [0.054, -0.015, -0.072], [0.004, 0.146, -0.008], [-0.100, 0.047, -0.119], [-0.002, 0.115, -0.135], [0.018, 0.114, -0.055], [-0.114, 0.017, 0.136], [-0.233, -0.227, -0.409], [0.638, -0.554, 1.693], [-0.138, -0.198, -0.148], [-0.937, 0.336, -2.597], [1.850, 0.781, 1.745], [-0.198, 0.092, 0.439], [-0.259, 0.162, -0.353], [0.111, -0.082, 0.251], [-0.038, -0.148, 0.216], [-0.065, 0.085, -0.187], [0.015, -0.043, 0.038], [-0.252, -0.174, -0.139], [0.003, -0.051, -0.010], [-0.078, 0.121, -0.024], [0.039, -0.141, 0.059], [0.075, 0.113, -0.095], [-0.079, 0.032, -0.050], [-0.052, -0.038, 0.055], [-0.062, -0.109, 0.104], [0.405, -0.158, -0.243], [0.792, 0.506, -0.160], [-0.983, -0.396, 0.178], [-0.087, -0.142, -0.095], [0.041, -0.071, -0.011], [0.307, 1.004, 0.752], [-0.003, -0.088, -0.105], [-0.997, -0.470, 0.156], [0.191, 0.092, -0.035], [0.063, 0.035, -0.029], [0.170, 0.380, 0.240], [0.362, -0.135, -0.290], [-0.126, -0.185, -0.178], [-0.301, -0.253, -0.104], [0.250, -0.182, -0.213], [0.001, 0.011, -0.005], [0.008, -0.005, 0.017], [-0.033, -0.030, -0.025]],
  "total_charge": 1,
  "gap_ev": [7.1, 7.1],
  "multiplicity": 6
}

---

2.
{
  "formula": "C36H45F27O18",
  "method": "ωB97M-V/def2-TZVPD",
  "elements": ["C", "C", "O", "C", "O", "C", "F", "F", "F", "H", "H", "H", "H", "H", "C", "C", "O", "C", "O", "C", "F", "F", "F", "H", "H", "H", "H", "H", "C", "C", "O", "C", "O", "C", "F", "F", "F", "H", "H", "H", "H", "H", "C", "C", "O", "C", "O", "C", "F", "F", "F", "H", "H", "H", "H", "H", "C", "C", "O", "C", "O", "C", "F", "F", "F", "H", "H", "H", "H", "H", "C", "C", "O", "C", "O", "C", "F", "F", "F", "H", "H", "H", "H", "H", "C", "C", "O", "C", "O", "C", "F", "F", "F", "H", "H", "H", "H", "H", "C", "C", "O", "C", "O", "C", "F", "F", "F", "H", "H", "H", "H", "H", "C", "C", "O", "C", "O", "C", "F", "F", "F", "H", "H", "H", "H", "H"],
  "xyz": [[4.0150, -26.5198, 23.3369], [2.8260, -26.3669, 22.3824], [2.1492, -25.1625, 22.7506], [1.2331, -24.7050, 21.8174], [0.7614, -25.3361, 20.9120], [0.6077, -23.4037, 22.2359], [-0.5880, -23.6762, 22.7898], [1.3019, -22.7696, 23.1707], [0.5182, -22.4979, 21.2329], [3.6801, -26.4018, 24.3691], [4.8905, -25.8849, 23.2174], [4.3705, -27.5517, 23.2999], [2.0149, -27.0910, 22.4877], [3.1843, -26.4480, 21.3551], [-4.2215, -29.5151, 22.8902], [-4.0763, -28.5937, 24.1094], [-3.5539, -27.3287, 23.7547], [-4.4226, -26.3991, 23.3624], [-5.5370, -26.6110, 22.9894], [-3.7705, -24.9562, 23.2560], [-4.7281, -24.0533, 23.3399], [-2.7091, -24.7599, 24.0087], [-3.2805, -24.9069, 21.9818], [-4.5854, -30.5211, 23.0914], [-3.2574, -29.5756, 22.3836], [-4.8878, -29.0900, 22.1380], [-3.2364, -28.9877, 24.6866], [-4.9086, -28.5674, 24.8116], [1.0452, -14.2191, 23.6817], [1.1320, -14.0991, 22.1303], [1.0905, -15.4787, 21.6880], [-0.1162, -15.9500, 21.3348], [-1.1638, -15.3507, 21.4171], [-0.1260, -17.2982, 20.5784], [-0.8579, -18.1682, 21.2643], [-0.6530, -17.1009, 19.3597], [1.1123, -17.7226, 20.5076], [1.8945, -14.8018, 24.0384], [0.1591, -14.7799, 23.9752], [1.0784, -13.2282, 24.1330], [2.0245, -13.5566, 21.8199], [0.3594, -13.5358, 21.6070], [-4.2639, -16.5154, 25.0897], [-5.5019, -16.0739, 25.8466], [-6.5334, -15.7865, 24.9295], [-7.6558, -15.2317, 25.3582], [-7.8226, -14.8709, 26.4911], [-8.6999, -15.0398, 24.2564], [-9.5288, -16.0687, 24.2140], [-9.4354, -13.9616, 24.5117], [-8.0708, -14.8501, 23.0687], [-3.7852, -15.7880, 24.4358], [-4.5037, -17.4253, 24.5460], [-3.5012, -16.8106, 25.8132], [-5.1918, -15.2431, 26.4817], [-5.7227, -16.9062, 26.5169], [-4.5303, -17.2557, 20.7071], [-4.4919, -17.6564, 22.1268], [-3.7022, -18.7577, 22.5194], [-4.0974, -19.9988, 22.4329], [-5.1223, -20.4111, 21.9501], [-3.0029, -21.0242, 22.8673], [-2.8770, -22.0491, 22.0191], [-1.8445, -20.3775, 22.8677], [-3.2367, -21.5849, 24.0639], [-3.5220, -17.2532, 20.2828], [-4.8783, -16.2300, 20.6080], [-5.0503, -17.9954, 20.0964], [-5.4611, -17.8340, 22.6063], [-4.2414, -16.7406, 22.6581], [-8.0112, -14.1397, 17.5524], [-7.8630, -15.3174, 16.5457], [-6.8797, -16.2183, 17.0162], [-6.5251, -17.1678, 16.1495], [-7.1665, -17.5089, 15.1917], [-5.3647, -18.0382, 16.6435], [-4.3415, -17.2982, 17.0674], [-5.8140, -18.7660, 17.6848], [-4.9526, -18.8560, 15.6958], [-7.0478, -13.6276, 17.5072], [-8.1503, -14.3440, 18.6130], [-8.8172, -13.4990, 17.1984], [-7.5217, -14.8552, 15.6191], [-8.7964, -15.8574, 16.3885], [-8.2840, -9.9312, 18.3796], [-7.0944, -9.9199, 19.3031], [-6.9513, -11.1119, 20.0344], [-5.7160, -11.5037, 20.4221], [-4.8136, -10.7235, 20.5523], [-5.5908, -12.9973, 20.7018], [-4.9143, -13.5977, 19.7179], [-4.9470, -13.1797, 21.8315], [-6.8392, -13.5041, 20.8476], [-9.2444, -9.6417, 18.8063], [-8.4435, -10.9103, 17.9229], [-8.1503, -9.2771, 17.5169], [-7.1191, -9.0844, 20.0072], [-6.1820, -9.7527, 18.7249], [-2.1355, -23.1927, 26.7210], [-2.4322, -21.7755, 27.1017], [-2.9133, -21.8035, 28.4357], [-3.2105, -20.6564, 29.0518], [-3.0931, -19.5719, 28.5632], [-3.6297, -20.8572, 30.4927], [-4.7328, -20.1539, 30.7186], [-3.9204, -22.1646, 30.7985], [-2.6827, -20.5764, 31.3789], [-1.4660, -23.5745, 27.4968], [-1.6088, -23.3336, 25.7768], [-2.9093, -23.9582, 26.6559], [-3.1690, -21.3208, 26.4390], [-1.5322, -21.1593, 27.1581], [1.5107, -18.3157, 25.0525], [1.7572, -18.8986, 23.6541], [2.9970, -19.5787, 23.4288], [4.1446, -18.9286, 23.5855], [4.2773, -17.7982, 23.9562], [5.3637, -19.8800, 23.3572], [5.6362, -20.6327, 24.4366], [5.0832, -20.7812, 22.3815], [6.4270, -19.2282, 22.9429], [0.4830, -17.9924, 25.1977], [2.2380, -17.5103, 25.1481], [1.7631, -19.0824, 25.7873], [1.6895, -18.0671, 22.9527], [0.9218, -19.5825, 23.5158]],
  "forces_ev_per_a": [[-0.646, -0.962, 0.685], [0.315, -0.601, 0.634], [-0.763, 2.107, -2.243], [0.302, -2.280, 0.854], [0.875, 0.414, 0.196], [0.013, 1.858, 0.640], [0.086, 0.200, -0.769], [0.565, 0.047, 0.669], [-0.602, -1.136, 0.136], [-0.093, 0.162, -0.021], [-0.343, 0.310, -0.542], [0.031, -0.023, -0.234], [0.668, -0.718, 0.172], [-0.337, 0.709, -0.163], [-0.255, 0.765, -0.555], [1.057, -2.106, 0.101], [-0.089, 1.586, 0.246], [0.225, 0.045, -0.328], [-0.069, 0.336, 0.378], [-0.143, -1.861, -2.313], [0.451, 0.353, 0.762], [-0.440, 0.427, 1.098], [-0.336, 0.054, 0.102], [0.109, 0.074, 0.417], [0.105, -0.168, 0.192], [-0.202, 0.084, 0.200], [-0.172, -0.161, 0.159], [-0.352, 0.455, -0.488], [0.111, 0.477, -1.059], [-0.572, -0.044, 1.435], [-0.128, -0.564, -1.135], [-0.944, 1.790, -0.511], [0.716, -0.449, 0.360], [0.147, 1.401, 0.959], [-0.248, -0.374, -0.269], [0.310, -0.462, 0.444], [0.744, -0.996, -0.757], [0.160, 0.135, -0.116], [-0.215, 0.320, -0.046], [-0.162, -0.086, 0.170], [0.558, -0.966, -0.057], [-0.541, -0.243, 0.570], [0.092, -0.612, 0.198], [1.959, -0.201, 0.799], [-0.540, -0.206, -1.120], [0.959, 0.340, 1.611], [-0.507, -0.101, -0.396], [0.497, 0.759, -0.337], [0.018, -0.549, -0.439], [0.115, 0.156, -0.055], [-0.718, -0.394, 0.467], [-0.377, 0.189, -0.031], [0.140, 0.080, -0.095], [-0.085, 0.077, 0.178], [-0.745, 0.378, -0.126], [-0.725, 0.130, -0.054], [0.728, -1.175, -1.474], [-2.187, 1.236, 1.393], [2.016, 0.213, 0.534], [-1.368, -1.230, -1.371], [0.352, 0.391, 0.560], [0.138, 0.038, -0.421], [-0.457, 0.474, -0.178], [0.773, -0.087, 0.591], [-0.026, 0.561, 0.128], [0.163, 0.135, 0.230], [-0.424, -0.200, -0.044], [-0.443, 0.414, -0.092], [-0.439, -0.173, -0.786], [1.185, -0.575, 0.270], [0.798, -0.574, -0.592], [-1.077, 1.272, 0.874], [1.450, -0.338, -0.080], [-1.620, -0.791, -0.031], [0.560, 0.579, -0.014], [-0.187, 0.286, 0.544], [0.286, 0.045, 0.056], [0.163, -0.014, -0.144], [0.117, -0.093, -0.085], [-0.169, 0.422, -0.032], [-0.308, -0.609, -0.176], [0.104, 0.125, 0.017], [-0.127, -0.341, -0.200], [0.028, 0.045, -0.099], [-0.780, -0.450, -0.602], [0.832, 1.667, -0.239], [0.145, -2.376, 0.213], [-0.551, 2.569, -0.443], [0.174, -0.801, -0.093], [-1.211, 0.347, 0.106], [-0.476, -0.136, 0.095], [0.466, -0.303, 0.553], [0.876, -0.407, -0.421], [0.181, -0.049, 0.416], [0.189, -0.159, 0.210], [0.346, 0.235, 0.217], [-0.197, -0.011, -0.008], [0.016, -0.165, -0.018], [1.209, -1.294, 0.245], [-0.151, 0.356, -0.665], [-1.090, -0.067, 1.708], [1.240, -0.551, -1.605], [-0.245, 0.350, 0.161], [-0.858, -2.281, 1.394], [0.176, 0.337, 0.188], [-0.206, 0.680, -0.853], [0.333, 1.114, -0.256], [0.143, -0.100, -0.083], [0.116, 0.652, -0.026], [-0.728, 0.716, 0.252], [0.050, 0.212, 0.181], [0.042, -0.066, -0.580], [1.739, -0.421, -0.238], [-1.414, 1.139, 0.511], [0.369, -0.571, 0.134], [-0.358, -0.002, 0.818], [0.226, -0.026, -0.359], [-0.849, -1.433, -1.108], [0.074, 0.826, 0.137], [-0.229, 0.321, 0.084], [0.356, 0.490, 0.541], [0.024, 0.034, -0.228], [-0.402, 0.245, 0.528], [-0.174, 0.066, 0.182], [0.031, -0.206, -0.263], [0.559, -0.472, -0.739]],
  "e_above_lowest_kj_mol": 343.4,
  "gap_ev": 11.5
}

---

3.
{
  "formula": "C5H7N",
  "method": "ωB97M-V/def2-TZVPD",
  "elements": ["C", "C", "C", "C", "N", "C", "H", "H", "H", "H", "H", "H", "H"],
  "xyz": [[-0.6454, -1.4029, -0.0531], [0.8458, 0.4224, -0.8430], [-0.5611, 0.1019, -0.4166], [-0.6058, 0.8810, 0.8720], [0.5395, 1.3079, 1.2621], [1.4413, 1.0223, 0.1930], [-0.4343, -2.0383, -0.9179], [-1.6228, -1.6817, 0.3536], [1.2763, 0.1833, -1.8092], [-1.3443, 0.3761, -1.1334], [-1.5037, 1.0706, 1.4562], [0.1157, -1.6142, 0.7071], [2.4748, 1.3380, 0.2973]],
  "forces_ev_per_a": [[0.002, -0.142, 0.054], [0.078, -0.001, 0.023], [0.056, 0.137, 0.005], [0.116, 0.040, 0.198], [-0.365, 0.092, -0.277], [0.214, 0.147, -0.166], [-0.098, 0.157, 0.052], [0.101, 0.116, -0.109], [0.008, -0.168, 0.272], [0.143, -0.009, 0.112], [0.104, -0.290, 0.051], [-0.154, -0.007, -0.129], [-0.205, -0.072, -0.085]],
  "e_above_lowest_kj_mol": 100.3,
  "gap_ev": 9.9
}

---

E (computed, eV): -94194.582; -148289.216; -6787.473